Formula: C10H6Cl2DyN2O3Pr
Source: the OMol25 dataset
Level of theory: ωB97M-V with the def2-TZVPD basis set

Structure (ORCA input):
```
! RIJCOSX wB97M-V def2-TZVPD def2/J DEFGRID3
* xyz 4 8
Dy 0.910 0.262 -5.233
Pr -0.121 0.702 1.384
Cl 1.992 -0.106 -3.116
Cl -1.375 0.561 -0.790
C -1.822 -0.892 2.307
C 0.182 2.352 -4.518
C -1.224 0.199 -4.269
O -2.601 -1.653 2.691
O -0.258 3.298 -4.013
O -2.306 0.388 -3.902
N 3.729 -1.445 1.355
C 2.701 -1.146 0.550
N 1.619 -0.808 1.280
C 1.974 -0.973 2.650
C 1.308 -0.396 3.745
C 2.119 -0.045 4.840
C 3.471 -0.400 4.883
C 4.088 -1.080 3.823
C 3.318 -1.334 2.699
H 4.648 -1.751 1.044
H 2.724 -1.152 -0.532
H 0.202 -0.313 3.744
H 1.682 0.512 5.673
H 4.054 -0.149 5.771
H 5.137 -1.370 3.834
*
```

Kohn-Sham gap (alpha / beta) in eV: 5.0 / 2.1
Total energy in hartree: -3040.68912
Highest occupied orbital energy (alpha / beta) in eV: -19.592 / -19.532
<S²>: 16.007
LUMO (alpha / beta) in eV: -14.58 / -17.45